Record 1
# C7H7N3RhS2SbSe4

A molecular structure, C7H7N3RhS2SbSe4 at a distorted geometry (wB97M-V/def2-TZVPD, the Open Molecules 2025 dataset).

Structure (ORCA input):
```
! RIJCOSX wB97M-V def2-TZVPD def2/J DEFGRID3
* xyz 0 1
Rh 0.4640 -0.5587 -0.0348
Se 2.2234 2.9786 -1.5865
Sb 1.1568 0.9025 -2.0563
Se -1.2527 0.9649 -0.9835
Se 2.7510 -1.0756 -0.4797
Se 1.1898 -0.1739 -4.1598
S -0.5787 -1.1648 2.2656
C -0.1921 0.4709 2.1607
N -1.0659 1.4344 2.5744
C -0.8103 2.7503 2.4384
C 0.3847 3.1619 1.9340
C 1.2558 2.1626 1.4920
N 0.9757 0.8679 1.5962
H -1.9628 1.1097 2.9087
H -1.5937 3.4262 2.7499
H 0.6183 4.2061 1.8087
H 2.2024 2.4082 1.0338
S -0.7416 -4.5369 -1.4540
C -1.3795 -3.3809 -2.5370
C -0.9717 -2.1381 -2.1964
N -0.1679 -2.1117 -1.0756
C 0.0318 -3.3163 -0.5900
H -2.0009 -3.6649 -3.3682
H -1.1934 -1.2191 -2.7088
H 0.6575 -3.5032 0.2678
*
```

Computed properties:
- E: -304443.808 eV
- E_LUMO (spin up / spin down): -0.089 / -0.088 Eh
- Molecular weight: 737.794 g mol⁻¹
- HOMO energy (spin up / spin down): -7.55 / -7.55 eV
- Orbital gap (spin up / spin down): 0.18808 / 0.18958 hartree



Record 2
# C7H7N5

C7H7N5 in the gas phase at a distorted geometry (wB97M-V/def2-TZVPD, the Open Molecules 2025 dataset).

Structure (ORCA input):
```
! RIJCOSX wB97M-V def2-TZVPD def2/J DEFGRID3
* xyz 0 1
C 2.4259 0.4562 -0.0736
C -0.0575 -0.2996 0.0121
C -0.8704 0.8066 -0.4495
C -2.2102 0.9966 -0.6798
C -2.9240 -0.2289 -0.4936
C -2.3035 -1.2312 0.3964
C -0.8714 -1.4303 0.6519
H 1.5041 1.7715 1.2508
H 3.0328 2.3654 0.7711
H -0.1884 1.5158 -0.8880
H -2.7960 1.7926 -1.1286
H -3.9851 -0.1958 -0.3635
H -2.7086 -2.2112 0.9539
H -0.3160 -2.1749 1.3217
N 2.1854 1.7307 0.4706
N 3.5086 -0.2687 -0.1339
N 3.1960 -1.4173 -0.4673
N 1.9688 -1.5661 -0.8350
N 1.4095 -0.4117 -0.3159
*
```

Computed properties:
- E: -14817.921 eV
- E_LUMO: -0.007 Eh
- SMILES: Nc1nnnn1-c1ccccc1
- Molecular weight: 161.168 g mol⁻¹
- ΔE to the lowest compared entry with this formula, charge and spin: 4.109 eV
- HOMO energy: -9.16 eV
- Orbital gap: 0.32917 hartree



Record 3
# C7H7NO

C7H7NO in the gas phase at a distorted geometry (wB97M-V/def2-TZVPD, the Open Molecules 2025 dataset).

Structure (ORCA input):
```
! RIJCOSX wB97M-V def2-TZVPD def2/J DEFGRID3
* xyz 0 1
C -1.1379 1.0842 0.3081
C 0.1095 1.6111 0.6667
C 2.1110 0.2970 0.1162
C -0.5631 2.3912 -0.3523
C -0.8825 -0.3712 0.2219
C 1.6134 -1.1089 0.0379
C 0.4053 -0.6961 0.8652
N 1.0617 0.6729 0.9533
O 2.9692 0.9147 -0.4303
H 0.0127 2.6511 -1.2336
H -1.2059 3.1726 0.0307
H -1.7164 -1.0098 0.7469
H -0.7413 -0.4528 -0.9192
H 1.5606 -1.6317 -1.0054
H 2.2734 -1.7286 0.6516
H 0.3142 -1.2391 1.8944
*
```

Computed properties:
- E: -10904.539 eV
- E_LUMO (spin up / spin down): 0.030 / 0.030 Eh
- SMILES: O=C1C[C@@H]2CC3=C(C3)N12
- Molecular weight: 121.139 g mol⁻¹
- ΔE to the lowest compared entry with this formula, charge and spin: 4.800 eV
- HOMO energy (spin up / spin down): -8.32 / -8.32 eV
- Orbital gap (spin up / spin down): 0.33597 / 0.33595 hartree



Record 4
# C7H7NO

2 unconnected molecules or ions with the total composition C7H7NO at a distorted geometry (wB97M-V/def2-TZVPD, the Open Molecules 2025 dataset).

Structure (ORCA input):
```
! RIJCOSX wB97M-V def2-TZVPD def2/J DEFGRID3
* xyz 0 1
C -0.1098 2.2771 -0.4182
C 0.5930 1.4426 -1.3298
C -0.3919 1.8374 0.8460
C 1.0915 0.2157 -0.8782
C -0.0036 0.5355 1.2098
C 0.8342 -0.2009 0.4311
C -1.3701 -2.7028 -0.3392
N -0.7809 -3.0338 0.6047
O -0.1522 -3.4761 1.5316
H -0.5890 3.1351 -0.8988
H 0.7516 1.6936 -2.3550
H -1.0483 2.3333 1.5648
H 1.6559 -0.4338 -1.5472
H -0.2705 0.2449 2.1916
H 1.2625 -1.1133 0.7683
H -1.4724 -2.7545 -1.3816
*
```

Computed properties:
- E: -10906.484 eV
- E_LUMO: 0.033 Eh
- SMILES: C#[N+][O-].c1ccccc1
- Molecular weight: 121.139 g mol⁻¹
- ΔE to the lowest compared entry with this formula, charge and spin: 2.855 eV
- HOMO energy: -9.36 eV
- Orbital gap: 0.37671 hartree



Record 5
# C7H7NO

A molecular structure, C7H7NO at a distorted geometry (wB97M-V/def2-TZVPD, the Open Molecules 2025 dataset).

Structure (ORCA input):
```
! RIJCOSX wB97M-V def2-TZVPD def2/J DEFGRID3
* xyz 0 1
C 0.5649 -0.5445 2.3509
C 0.0513 0.1813 1.1346
C 0.8510 -0.0718 0.0457
C 0.7016 0.0030 -1.3670
C -0.7300 -0.3183 -1.9167
C -0.2051 0.9990 -1.8669
C -0.2854 -0.3443 3.4084
H -1.2097 0.2352 1.6039
H 1.9083 -0.2760 0.3637
H 1.5706 0.0193 -1.9001
H -1.3967 -0.5166 -1.2122
H -0.9534 -1.1043 -2.8464
H -0.9602 1.7368 -1.2434
H -0.1344 1.6121 -2.9580
N -1.2896 -0.1726 3.9290
O 1.5168 -1.4383 2.4744
*
```

Computed properties:
- E: -10903.440 eV
- E_LUMO: -0.039 Eh
- Molecular weight: 121.139 g mol⁻¹
- ΔE to the lowest compared entry with this formula, charge and spin: 5.898 eV
- HOMO energy: -9.88 eV
- Orbital gap: 0.32405 hartree



Record 6
# C7H7NO

C7H7NO in the gas phase at a distorted geometry (wB97M-V/def2-TZVPD, the Open Molecules 2025 dataset).

Structure (ORCA input):
```
! RIJCOSX wB97M-V def2-TZVPD def2/J DEFGRID3
* xyz 0 1
C -2.1855 0.1554 0.1106
C -2.4627 1.2968 -0.1937
C 0.8130 0.1520 -1.2819
C 1.3556 0.9968 -0.1629
C -0.2304 -1.3920 0.1138
C -1.7286 -1.1248 0.2989
C 0.7374 -0.7798 1.2160
N 0.1453 -0.9060 -1.1866
O 1.0609 0.5138 1.1379
H 1.0542 0.5154 -2.2733
H 2.4471 1.0708 -0.2611
H 0.9386 2.0087 -0.2207
H -0.0814 -2.4772 0.1103
H -2.7755 2.2719 -0.4108
H -2.3116 -1.8459 0.8428
H 0.5189 -1.0540 2.2453
*
```

Computed properties:
- E: -10904.159 eV
- E_LUMO (spin up / spin down): -0.021 / 0.018 Eh
- Molecular weight: 121.139 g mol⁻¹
- ΔE to the lowest compared entry with this formula, charge and spin: 5.180 eV
- HOMO energy (spin up / spin down): -7.58 / -8.04 eV
- Orbital gap (spin up / spin down): 0.25790 / 0.31329 hartree



Record 7
# C7H7NO2

2 unconnected molecules or ions with the total composition C7H7NO2 at a distorted geometry (wB97M-V/def2-TZVPD, the Open Molecules 2025 dataset).

Structure (ORCA input):
```
! RIJCOSX wB97M-V def2-TZVPD def2/J DEFGRID3
* xyz 0 1
C -0.6978 -1.4046 -0.8777
C 0.4745 -1.8860 -0.3360
C -0.3329 -0.5617 1.2159
C -1.2752 -0.5972 0.1354
C -2.3280 0.1970 -0.0182
C 1.2969 1.4132 -0.5255
C 0.2139 2.3067 -0.1491
N 0.6446 -1.4010 0.9190
O -3.2929 0.8322 -0.1521
O 0.7653 1.4591 0.8279
H -0.9861 -1.5648 -1.9204
H 1.2214 -2.4298 -0.8046
H -0.3916 -0.2112 2.2211
H 1.0018 0.6058 -1.2143
H 2.3054 1.7301 -0.5893
H -0.0462 3.4027 0.0493
H 1.4268 -1.8909 1.2187
*
```

Computed properties:
- E: -12950.339 eV
- E_LUMO (spin up / spin down): 0.030 / 0.023 Eh
- Molecular weight: 137.138 g mol⁻¹
- ΔE to the lowest compared entry with this formula, charge and spin: 7.258 eV
- HOMO energy (spin up / spin down): -7.53 / -5.26 eV
- Orbital gap (spin up / spin down): 0.30708 / 0.21593 hartree



Record 8
# C7H7NO2

A molecular structure, C7H7NO2 at a distorted geometry (wB97M-V/def2-TZVPD, the Open Molecules 2025 dataset).

Structure (ORCA input):
```
! RIJCOSX wB97M-V def2-TZVPD def2/J DEFGRID3
* xyz 0 1
O -2.2338 1.9334 0.4027
C -1.5421 0.9692 0.2153
C -0.8329 -0.1034 1.0054
C -1.2477 -1.1460 -0.0994
C 0.1959 -1.6427 -0.2672
C 0.3106 -0.1200 -0.0852
C 1.5396 0.7245 -0.0569
N 1.7010 1.8877 -0.5486
C -0.9766 0.1664 -0.9330
H -0.7141 -0.2842 2.0770
H -2.1901 -1.7013 -0.1101
H 0.6001 -2.2630 0.5429
H 0.4764 -2.0350 -1.2532
H -1.0315 0.2847 -2.0191
O 2.4445 0.2463 0.8019
H 0.9320 2.1407 -1.1655
H 2.5688 0.9427 1.4932
*
```

Computed properties:
- E: -12954.009 eV
- E_LUMO: 0.022 Eh
- Molecular weight: 137.138 g mol⁻¹
- ΔE to the lowest compared entry with this formula, charge and spin: 3.588 eV
- HOMO energy: -9.86 eV
- Orbital gap: 0.38410 hartree